# 1
Molecular formula: C2H7N3O
Method: DFT, ωB97M-V with the def2-TZVPD basis set

XYZ file:
```
13
Properties=species:S:1:pos:R:3:forces:R:3
O 0.3988 -1.4757 -1.3985 -0.34 0.75 -0.13
N 0.0216 0.3777 0.1335 -2.46 -0.20 -0.79
N -1.1316 0.0255 0.4790 1.34 0.89 -0.59
N 2.1894 -0.5075 -0.3851 0.07 0.45 0.92
C -2.0409 1.1552 0.6661 -0.09 0.42 -0.05
C 0.7934 -0.8160 -0.2223 0.28 -2.01 1.42
H 1.2312 -1.5418 -1.8948 -0.38 -0.05 0.05
H 2.6205 -0.5077 0.5361 0.19 -0.04 -0.21
H -1.7365 2.0406 0.0980 0.21 -0.16 0.14
H 2.2380 0.4590 -0.7047 0.12 -0.08 -0.05
H -2.0961 1.4196 1.7257 -0.04 -0.17 -0.03
H 0.5519 -1.5048 0.6487 0.90 0.42 -0.88
H -3.0399 0.8759 0.3184 0.20 -0.21 0.20
```
Positions in Å, forces in eV/Å.

Properties
- LUMO energy: 0.6 eV
- Kohn-Sham gap: 9.895 eV
- HOMO: -9.34 eV
- SMILES: C/N=N/[C@H](N)O

Löwdin population analysis, charges in e, atoms 1 to 5: O -0.022; N 0.042; N -0.032; N 0.055; C -0.112

# 2
Molecular formula: C2H7N3O
Method: DFT, ωB97M-V with the def2-TZVPD basis set

XYZ file:
```
13
Properties=species:S:1:pos:R:3:forces:R:3
O 1.6636 -0.7503 -0.5731 -1.08 2.03 -1.56
N 2.4878 0.2044 -0.0660 0.96 -0.34 0.88
N 3.5707 -0.2993 0.2323 0.02 -0.37 0.70
N -0.4420 0.8317 -0.5133 0.17 2.26 -2.25
C -1.9128 -0.7562 0.2651 -3.70 0.85 3.83
C -1.6179 0.6581 -0.0995 0.49 0.41 2.49
H -1.5203 -1.5662 -0.2113 1.90 -1.47 -1.97
H -0.2467 1.8090 -0.8180 -0.09 -0.61 0.80
H -2.2771 1.5504 0.3492 0.99 -2.02 -1.52
H -1.7439 -1.0245 1.3996 -0.23 1.07 -1.92
H -3.0048 -0.8958 0.1371 0.24 -0.03 0.25
H 0.8957 -0.0986 -0.9211 1.02 -2.04 1.27
H 4.1476 0.3374 0.8191 -0.69 0.25 -0.99
```
Positions in Å, forces in eV/Å.

Properties
- LUMO energy: 0.8 eV
- Kohn-Sham gap: 10.015 eV
- HOMO: -9.18 eV
- SMILES: [H]/N=C/C.[H]/N=N/O

Löwdin population analysis, charges in e, atoms 1 to 5: O -0.131; N -0.185; N 0.023; N 0.050; C -0.100

# 3
Molecular formula: C2H7N3O
Method: DFT, ωB97M-V with the def2-TZVPD basis set

XYZ file:
```
13
Properties=species:S:1:pos:R:3:forces:R:3
O -1.7280 0.7131 -0.8996 0.07 0.14 -0.48
N 1.6470 -0.4770 0.7293 -0.51 -0.29 0.93
N -1.6826 0.0896 1.3022 -1.11 -0.17 -0.18
N 1.3519 0.2618 -1.4045 -0.44 0.86 -0.17
C 1.9975 -0.4864 -0.4859 0.48 0.41 -0.39
C -2.2727 0.5871 0.1665 0.51 0.01 1.12
H -3.2890 0.9602 0.3892 -0.06 -0.13 -0.27
H 0.6236 0.8968 -1.1112 -0.21 -0.42 0.27
H -0.8040 -0.3998 1.2500 0.45 0.07 -0.25
H -2.3446 -0.2564 1.9876 0.34 0.21 0.01
H 2.9107 -0.9463 -0.8640 -0.12 -0.47 -0.08
H 2.2445 -1.0404 1.3270 0.14 0.13 -0.25
H 1.3457 0.0975 -2.3866 0.47 -0.36 -0.26
```
Positions in Å, forces in eV/Å.

Properties
- LUMO energy: 1.1 eV
- Kohn-Sham gap: 10.196 eV
- HOMO: -9.12 eV
- SMILES: [H]/N=C/N.NC=O

Löwdin population analysis, charges in e, atoms 1 to 5: O 0.001; N 0.045; N 0.115; N 0.084; C -0.399

# 4
Molecular formula: C2H7N3O
Method: DFT, ωB97M-V with the def2-TZVPD basis set

XYZ file:
```
13
Properties=species:S:1:pos:R:3:forces:R:3
O -0.3657 -1.9613 -1.6410 0.00 0.67 1.36
N -0.4841 -0.2770 -0.2659 -0.16 0.36 -0.34
N -0.2598 0.2036 1.0161 -0.61 0.60 0.47
N -0.2626 -1.5648 -0.4758 -0.11 -0.28 -1.23
C -0.7439 0.7281 -1.2875 0.19 -0.14 0.38
C 1.1756 0.1035 1.3776 -3.39 -0.15 -0.92
H -1.7043 1.2055 -1.1832 -0.08 0.70 1.06
H 1.3267 -0.8895 1.4612 1.48 -3.47 -0.27
H -0.9546 -0.2262 1.6425 0.98 0.19 -0.17
H -0.9491 0.2455 -2.1872 0.48 -1.21 -1.71
H 1.7182 0.5736 0.6396 1.34 0.91 -1.55
H 0.1080 1.4070 -1.3999 -0.38 0.01 0.15
H 1.3956 0.4519 2.3033 0.26 1.81 2.76
```
Positions in Å, forces in eV/Å.

Properties
- LUMO energy: 1.0 eV
- Kohn-Sham gap: 10.146 eV
- HOMO: -9.10 eV
- SMILES: CNN(C)N=O

Löwdin population analysis, charges in e, atoms 1 to 5: O -0.074; N -0.252; N -0.062; N -0.045; C -0.020

# 5
Molecular formula: C2H7N3O2
Method: DFT, ωB97M-V with the def2-TZVPD basis set

XYZ file:
```
14
Properties=species:S:1:pos:R:3:forces:R:3
O -2.7543 1.8197 -0.7986 0.74 1.93 -0.32
O -3.7594 -0.0204 -0.7024 -1.56 -1.85 -0.18
N 1.0219 1.1558 -0.0724 -3.66 -1.11 1.81
N -2.7797 0.6415 -0.5831 -1.08 0.98 -0.22
N -0.5110 -0.5404 0.4942 1.36 3.34 -0.79
C 1.8616 -1.1343 0.2950 0.24 4.08 -0.96
C 0.7086 -0.1254 0.2493 -1.21 -0.85 0.91
H 0.4701 1.9801 0.0973 -0.54 -0.44 -0.07
H 2.3824 -1.1209 1.2092 0.29 -0.49 1.28
H -1.9422 0.2117 -0.2242 1.81 -1.01 0.75
H 1.4168 -1.9557 -0.0689 -1.09 -3.66 -0.41
H -0.5295 -1.3223 1.0744 0.08 -2.04 0.51
H 1.8304 1.2781 -0.5038 4.25 0.86 -2.10
H 2.5843 -0.8675 -0.4660 0.37 0.25 -0.22
```
Positions in Å, forces in eV/Å.

Properties
- LUMO energy: 0.6 eV
- Kohn-Sham gap: 10.400 eV
- HOMO: -9.81 eV
- SMILES: [H]/N=C(\C)N.O=[NH+][O-]

Löwdin population analysis, charges in e, atoms 1 to 5: O 0.024; O 0.047; N 0.173; N -0.320; N 0.093

# 6
Molecular formula: C2H7N3O3S
Method: DFT, ωB97M-V with the def2-TZVPD basis set

XYZ file:
```
16
Properties=species:S:1:pos:R:3:forces:R:3
S -2.0001 0.6716 -0.4205 -0.47 1.04 -0.34
O -1.9510 1.0103 0.9537 1.02 -0.33 1.88
O -2.5311 1.7499 -1.1790 -0.89 0.21 -1.63
O -2.2635 -0.6977 -0.7362 -0.32 -0.12 -0.60
N 0.8685 2.7367 -0.1797 0.36 1.07 0.98
N 0.1694 -1.1295 0.2451 1.52 1.44 3.16
N 0.4741 1.7304 -0.7002 1.21 1.33 1.25
C -0.2092 0.8669 -1.1714 -1.14 -4.13 -2.59
C 1.4149 -1.7818 0.7063 1.58 -0.54 0.60
H 1.9884 -1.1322 1.4173 -0.65 0.31 -0.89
H 1.4233 -2.6884 1.4393 -0.72 0.80 -1.93
H 2.1138 -1.8909 -0.1805 -0.80 -0.53 1.15
H -0.0897 0.0762 -2.0646 0.25 2.35 2.26
H -0.1218 -0.5440 1.0806 -0.05 -0.93 -1.49
H -0.6361 -1.6577 0.0091 -0.35 -1.14 -0.13
H 1.3500 2.6803 0.7807 -0.55 -0.86 -1.68
```
Positions in Å, forces in eV/Å.

Properties
- LUMO energy: -1.6 eV
- Kohn-Sham gap: 8.219 eV
- HOMO: -9.84 eV

Löwdin population analysis, charges in e, atoms 1 to 5: S 0.406; O -0.289; O -0.288; O -0.303; N 0.211

# 7
Molecular formula: C2H7N3OP
Method: DFT, ωB97M-V with the def2-TZVPD basis set

XYZ file:
```
14
Properties=species:S:1:pos:R:3:forces:R:3
P 2.1100 -0.8708 -0.2267 -0.95 -0.82 -1.55
O 0.2069 2.2873 0.5479 -0.76 0.95 0.13
N 0.2178 -1.1330 0.1074 1.38 -0.98 0.88
N -0.3119 0.1618 -0.2436 -2.35 -0.54 1.62
N 1.8055 0.6380 0.3621 1.25 2.03 0.54
C 0.4968 1.1843 0.2760 1.65 -1.24 -0.26
C -1.7584 0.1794 0.1400 -1.26 -1.13 -2.59
H -2.1123 -0.8586 -0.1403 0.25 0.93 0.59
H 2.5784 1.3401 0.5552 -1.34 -1.23 -0.24
H -2.4319 0.7640 -0.6046 1.59 -0.21 1.74
H 0.1090 -1.6481 1.0644 -0.02 2.31 -0.72
H -1.8949 0.3172 1.2054 -0.23 0.51 0.00
H 1.3084 -0.5622 -2.6292 0.47 -0.20 1.30
H -0.3234 -1.7995 -0.4142 0.33 -0.38 -1.44
```
Positions in Å, forces in eV/Å.

Properties
- LUMO energy (alpha / beta): -5.5 / -4.9 eV
- Kohn-Sham gap (alpha / beta): 8.873 / 8.219 eV
- Total charge: +1
- HOMO (alpha / beta): -14.42 / -13.16 eV

Löwdin population analysis, charges in e, atoms 1 to 5: P 0.987; O 0.193; N -0.139; N -0.126; N -0.218

# 8
Molecular formula: C2H7N3OP
Method: DFT, ωB97M-V with the def2-TZVPD basis set

XYZ file:
```
14
Properties=species:S:1:pos:R:3:forces:R:3
P 3.0190 -1.0330 -1.7348 -1.09 1.26 1.00
O 3.1302 -2.2107 -2.5529 0.41 -1.63 -1.09
N -0.4108 1.4892 1.0411 0.56 0.36 -0.60
N -0.6580 -0.7533 0.4380 1.09 -0.21 -0.16
N 0.7536 0.6069 -0.7876 1.21 -0.16 0.15
C 1.1215 -0.6421 -1.8482 -0.90 2.19 3.13
C -0.0965 0.4569 0.2486 0.43 -0.07 -0.84
H 0.9819 -0.0755 -2.7228 -0.04 0.38 -1.64
H -0.0142 2.4099 0.8939 -0.16 -0.30 -0.19
H -1.0997 1.4450 1.7594 -0.26 -0.34 0.38
H 1.3610 1.4891 -0.7347 -1.19 -2.01 -0.50
H 0.0082 -1.5314 0.1178 -2.25 1.16 1.24
H -1.4022 -0.7848 1.1551 1.02 -0.86 -0.72
H 0.2396 -1.3256 -1.7649 1.16 0.22 -0.17
```
Positions in Å, forces in eV/Å.

Properties
- LUMO energy: -4.6 eV
- Kohn-Sham gap: 9.069 eV
- Total charge: +1
- HOMO: -13.70 eV
- SMILES: NC(N)=[NH+]CP=O

Löwdin population analysis, charges in e, atoms 1 to 5: P 0.905; O -0.439; N 0.201; N 0.168; N 0.027

# 9
Molecular formula: C2H7N3OP
Method: DFT, ωB97M-V with the def2-TZVPD basis set

XYZ file:
```
14
Properties=species:S:1:pos:R:3:forces:R:3
P -2.2953 0.5421 -0.1636 2.79 -3.46 1.59
O 0.5422 -2.2215 -0.0179 1.68 -3.55 -0.30
N -0.5064 1.0040 0.1994 1.36 3.39 0.79
N 0.3554 -0.0271 -0.2324 -0.26 1.28 -0.74
N -1.4042 -1.1598 0.4188 -5.96 1.25 0.28
C -0.1705 -1.3048 0.0317 1.99 3.20 -0.11
C 1.7525 0.3669 -0.0384 -1.11 -0.20 -0.91
H -0.2773 1.4289 1.2479 -1.03 -1.75 -2.45
H 1.8071 1.4596 -0.1945 0.34 -0.56 -0.47
H 1.8831 0.2201 1.0034 1.43 -0.51 0.98
H -0.1044 1.7862 -0.3894 -1.39 -0.39 0.58
H -1.9425 -2.0231 0.3847 -0.13 0.28 0.24
H 2.3166 -0.2270 -0.7799 0.27 0.47 0.95
H -1.9562 0.1556 -1.4699 0.02 0.56 -0.43
```
Positions in Å, forces in eV/Å.

Properties
- LUMO energy: -5.6 eV
- Kohn-Sham gap: 8.941 eV
- Total charge: +1
- HOMO: -14.52 eV
- SMILES: CN1[NH2+]PNC1=O

Löwdin population analysis, charges in e, atoms 1 to 5: P 1.145; O 0.179; N -0.197; N -0.179; N -0.037

# 10
Molecular formula: C2H7N3OS
Method: DFT, ωB97M-V with the def2-TZVPD basis set

XYZ file:
```
14
Properties=species:S:1:pos:R:3:forces:R:3
S 1.7992 -0.2546 1.9054 -2.59 -0.91 -0.12
O -2.3072 1.4644 -0.8956 5.63 -0.82 0.67
N -1.4211 1.3149 0.4378 -1.93 2.77 -1.86
N 0.0618 0.1146 1.6291 0.78 -0.44 1.76
N 0.0749 0.1232 -0.9115 -1.79 -1.80 3.65
C -0.4021 0.3564 0.3543 1.91 0.98 -4.26
C 0.8217 -1.1303 -1.3550 -0.54 -0.28 -1.59
H 0.2132 -2.3536 -1.1862 2.09 3.98 0.22
H -0.5406 0.3636 2.5014 1.45 -0.55 -2.53
H 1.9541 -0.9461 -0.9378 -2.69 -1.43 -1.40
H -1.0487 2.3300 0.6166 -0.88 -2.60 -0.47
H -1.4600 1.3041 -1.5933 -2.95 0.20 2.40
H 1.5622 -1.6175 2.0468 0.51 1.04 -0.10
H 0.6925 -1.0691 -2.6121 1.01 -0.15 3.63
```
Positions in Å, forces in eV/Å.

Properties
- LUMO energy: 0.1 eV
- Kohn-Sham gap: 9.104 eV
- HOMO: -9.00 eV

Löwdin population analysis, charges in e, atoms 1 to 5: S 0.719; O -0.153; N -0.014; N -0.340; N -0.072

We obtain calculated total energy values of -8703.599 -8701.675 -8705.567 -8701.400 -10749.473 -23630.453 -17982.739 -17986.891 -17984.719 -19534.606 eV for the records listed above, in that order.
We obtain maximum force values of 2.594 5.393 1.230 3.779 4.817 5.001 3.095 3.921 6.094 5.732 eV Å⁻¹ for the records listed above, in that order.
We obtain energy above the lowest of the compared OMol25 structures with the same formula, charge and spin values of 2.678 4.602 0.710 4.877 4.602 4.695 4.152 0.000 2.172 5.234 eV for the records listed above, in that order.